Computed, not measured: a structure of composition C11H21Cl3GeN3Ru, with the ωB97M-V functional and the def2-TZVPD basis.

CARTESIAN COORDINATES (ANGSTROEM)
Ru  0.53  -0.02  0.00
N  2.64  0.08  0.19
C  3.28  -0.34  -1.10
C  2.52  0.32  -2.22
N  1.04  0.09  -2.06
C  0.47  -1.07  -2.84
C  0.54  -2.35  -2.04
N  -0.10  -2.11  -0.72
H  3.00  -0.48  0.96
H  2.93  1.04  0.41
H  4.33  -0.05  -1.12
H  3.23  -1.43  -1.15
H  2.68  1.40  -2.20
H  2.85  -0.04  -3.20
H  0.57  0.92  -2.43
H  -0.57  -0.82  -3.06
H  1.00  -1.16  -3.79
H  0.04  -3.15  -2.59
H  1.57  -2.67  -1.87
H  -1.12  -2.10  -0.83
H  0.10  -2.88  -0.09
C  -3.22  1.66  2.90
C  -2.03  0.82  2.60
C  -0.74  1.39  2.48
C  0.40  0.61  2.28
C  0.27  -0.79  2.13
C  -1.03  -1.36  2.24
C  -2.14  -0.57  2.46
H  -4.03  1.45  2.20
H  -2.99  2.72  2.89
H  -3.60  1.41  3.89
H  -0.63  2.46  2.61
H  1.37  1.06  2.43
H  1.13  -1.45  2.26
H  -1.15  -2.44  2.19
H  -3.12  -1.03  2.57
Cl  -4.52  2.70  -1.68
Ge  -2.56  3.26  -1.18
Cl  -1.35  3.94  -2.76
Cl  -1.59  0.99  -0.76

Summary:
* multiplicity: 5
* Kohn-Sham gap (spin up / spin down): 7.52 / 6.68 eV
* expectation value of S²: 6.050
* total charge: +3
* strongest force on any atom: 0.1 eV Å⁻¹
* HOMO (spin up / spin down): -0.6946 / -0.7231 hartree

---

Computed, not measured: a structure of composition C22H20F11GaN5O5S2Sb at a distorted geometry, with the ωB97M-V functional and the def2-TZVPD basis.

CARTESIAN COORDINATES (ANGSTROEM)
Ga  0.08  0.57  -0.69
N  0.20  2.99  -0.12
C  -0.49  3.91  -0.30
N  -1.23  4.95  -0.47
C  -0.89  6.26  0.10
C  -2.05  6.71  0.98
O  -3.26  6.73  0.25
C  -3.60  5.45  -0.23
C  -2.52  4.90  -1.16
H  -0.76  6.97  -0.72
H  0.02  6.19  0.68
H  -1.87  7.73  1.32
H  -2.15  6.05  1.85
H  -4.54  5.56  -0.77
H  -3.75  4.75  0.61
H  -2.47  5.51  -2.07
H  -2.76  3.87  -1.44
F  3.26  -7.65  -0.73
C  2.44  -6.62  -0.78
C  2.08  -5.95  0.39
F  2.56  -6.33  1.55
C  1.21  -4.87  0.31
F  0.85  -4.23  1.42
C  0.70  -4.45  -0.90
S  -0.47  -3.08  -0.83
C  1.07  -5.12  -2.06
F  0.59  -4.71  -3.24
C  1.93  -6.20  -2.01
F  2.28  -6.82  -3.12
O  -0.75  -2.14  -3.38
C  -0.53  -2.65  -2.40
F  -2.14  -1.02  -0.98
Sb  -3.08  0.43  -1.92
F  -3.45  -0.82  -3.26
F  -4.59  0.08  -0.89
F  -3.80  1.98  -2.68
F  -2.38  1.48  -0.44
F  -1.40  0.79  -2.78
C  5.18  -0.44  1.92
N  3.78  -0.76  1.69
C  2.89  -1.20  2.63
C  1.69  -1.29  1.99
N  1.83  -0.93  0.68
C  3.11  -0.61  0.54
H  5.60  -1.12  2.66
H  5.29  0.58  2.28
H  5.73  -0.55  0.99
H  3.17  -1.40  3.65
H  0.74  -1.61  2.38
H  3.56  -0.27  -0.38
N  0.33  1.54  2.58
C  1.17  2.13  3.46
C  1.17  1.78  4.82
C  2.01  2.41  5.70
C  2.91  3.41  5.25
C  2.89  3.76  3.88
C  2.06  3.12  3.00
S  3.38  5.81  6.45
O  3.72  4.00  6.08
O  2.39  6.16  5.46
O  4.66  6.45  6.35
H  -0.39  0.91  2.91
H  0.24  1.92  1.65
H  0.48  1.02  5.18
H  2.01  2.16  6.75
H  3.57  4.54  3.54
H  2.06  3.38  1.95

Summary:
* multiplicity: 2
* Kohn-Sham gap (spin up / spin down): 4.68 / 4.80 eV
* expectation value of S²: 0.778
* total charge: +1
* strongest force on any atom: 2.1 eV Å⁻¹
* HOMO (spin up / spin down): -0.3708 / -0.3752 hartree

---

The records above give, respectively, ΔE to the lowest compared entry with this formula, charge and spin values of 0.062; 3.730 eV.
The records above give, respectively, E values of -112856.4675; -151295.4444 eV.